1.
The following is a quantum chemistry calculation of 3 unconnected molecules or ions with the total composition C7H11N2O4, from the Open Molecules 2025 dataset.

Computed properties:
**HOMO**: -1.258 eV

```
! RIJCOSX wB97M-V def2-TZVPD def2/J DEFGRID3
* xyz -1 1
C -1.41059 0.59742 -1.65427
C 2.21591 0.67658 0.05766
C 0.34100 -1.04540 0.64628
C -0.39166 -1.77102 -0.34714
C 1.00432 -0.69747 -1.49151
C -1.30122 1.54734 -2.61243
C 2.34069 1.23778 1.47683
N 1.22259 -0.20074 -0.16850
N 0.09066 -1.59267 -1.55977
O -3.92670 -1.51342 0.37272
O -1.82937 -0.14712 -0.81698
O 2.96375 1.23669 -0.86603
O 1.53558 -0.08679 -2.55961
H -0.12237 -0.52693 1.38782
H 1.06239 -1.69625 1.16856
H -1.41516 -2.09712 -0.19011
H -3.12107 -1.02741 0.30144
H -4.33741 -1.43679 -0.47242
H -0.43593 1.42717 -3.28689
H -2.16336 2.11389 -2.69568
H 2.35739 0.48319 2.28439
H 1.52403 1.85878 1.66602
H 3.23641 1.82926 1.65980
H 1.98978 0.66373 -2.07260
*
```

---

2.
The following is a quantum chemistry calculation of a molecular structure, C7H11N2O4, from the Open Molecules 2025 dataset.

Computed properties:
**HOMO (alpha / beta)**: -4.136 / -4.140 eV

```
! RIJCOSX wB97M-V def2-TZVPD def2/J DEFGRID3
* xyz -1 1
C 1.12753 1.63239 0.12654
C 2.19335 -0.74301 0.10393
C -0.04708 -0.37335 1.64316
C -0.61860 -1.34240 -0.56399
C -1.26435 -0.70371 0.84227
C 1.10103 0.21164 -0.32400
C -0.62834 0.54238 -2.13275
N 0.06218 -0.24414 -1.16117
N -2.30000 0.25244 0.48282
O 2.15493 2.02100 0.78516
O 2.23608 -1.92922 -0.19574
O 0.16644 2.33849 -0.11023
O 3.07717 -0.13971 0.82822
H -0.00051 0.67316 2.04956
H 0.45746 -1.13231 2.02926
H -0.07017 -2.19893 -0.10126
H -1.37104 -1.65522 -1.14459
H -1.79881 -1.69348 1.12074
H -1.58555 1.11406 -1.67399
H 0.11793 1.35719 -2.45535
H -0.81632 -0.26521 -2.97312
H -1.84653 1.15423 0.55436
H 2.64662 1.01098 1.07389
H -2.99341 0.11274 1.19628
*
```

---

The computed energies, referenced to the most stable structure and given in kcal/mol, are 1 49.7; 2 0.0.

---

1.
The following is a quantum chemistry calculation of a single C6H12 molecule, from the Open Molecules 2025 dataset.

Computed properties:
**SMILES string**: CCC1(C)CC1
**HOMO**: -9.628 eV

```
! RIJCOSX wB97M-V def2-TZVPD def2/J DEFGRID3
* xyz 0 1
C -0.36275 -1.86004 -0.82126
C -1.04284 -0.68150 -0.07586
C -0.05983 0.41833 0.30992
C 0.85824 0.14109 1.51408
C -0.21948 1.90593 0.01722
C 0.53237 1.02325 -0.92503
H 0.03837 -1.60047 -1.81176
H -1.09115 -2.66399 -0.98417
H 0.46373 -2.28924 -0.24404
H -1.82004 -0.28308 -0.74288
H -1.52524 -1.08520 0.81402
H 0.43539 0.42802 2.48937
H 1.79286 0.70240 1.41491
H 1.12299 -0.91652 1.59134
H -1.15697 2.35319 -0.30415
H 0.41857 2.57149 0.59729
H 1.60847 1.03785 -0.98436
H 0.00732 0.79848 -1.85465
*
```

---

2.
The following is a quantum chemistry calculation of a single C6H12 molecule, from the Open Molecules 2025 dataset.

Computed properties:
**SMILES string**: CCCC1CC1
**HOMO**: -9.354 eV

```
! RIJCOSX wB97M-V def2-TZVPD def2/J DEFGRID3
* xyz 0 1
C -2.08212 0.29723 0.49374
C -1.32157 -1.01904 0.60283
C 0.19455 -0.84030 0.53842
C 0.70861 -0.12662 -0.70425
C 2.18174 0.10684 -0.76969
C 1.30308 1.29603 -0.66061
H -1.94411 0.75853 -0.49067
H -1.73275 1.01293 1.24781
H -3.15590 0.14712 0.64023
H -1.58092 -1.51476 1.54791
H -1.64188 -1.70101 -0.19722
H 0.65998 -1.83393 0.65276
H 0.54049 -0.25889 1.40554
H 0.02985 0.14011 -1.48979
H 2.66818 -0.12547 0.17494
H 2.80025 -0.06397 -1.64304
H 1.20117 1.85937 -1.59400
H 1.17137 1.86585 0.24508
*
```

---

The computed energies, referenced to the most stable structure and given in kcal/mol, are 1 0.0; 2 13.0.

---

1.
The following is a quantum chemistry calculation of a single C6H12 molecule, from the Open Molecules 2025 dataset.

Computed properties:
**SMILES string**: CCCC1CC1
**HOMO**: -10.117 eV

```
! RIJCOSX wB97M-V def2-TZVPD def2/J DEFGRID3
* xyz 0 1
C 1.12033 -0.67081 -1.65768
C 1.59195 0.31995 -0.59340
C 0.83083 0.22749 0.73471
C -0.63004 0.62328 0.65465
C -1.63669 0.00462 1.58599
C -1.66740 -0.32521 0.12198
H 0.06792 -0.51132 -1.90623
H 1.23187 -1.70660 -1.31152
H 1.70011 -0.56522 -2.58107
H 2.65963 0.15579 -0.39679
H 1.50923 1.34168 -0.98888
H 1.32807 0.87352 1.47134
H 0.90726 -0.79814 1.12626
H -0.79487 1.67509 0.41719
H -1.28099 -0.76645 2.26547
H -2.42955 0.62444 1.99372
H -2.47451 0.08336 -0.47955
H -1.34917 -1.31982 -0.18033
*
```

---

2.
The following is a quantum chemistry calculation of a molecular structure, C6H12, from the Open Molecules 2025 dataset.

Computed properties:
**HOMO**: -7.044 eV

```
! RIJCOSX wB97M-V def2-TZVPD def2/J DEFGRID3
* xyz 0 1
C 1.34911 -1.25938 0.10240
C 1.23638 -0.67380 -1.18286
C 0.04910 0.77315 -1.25264
C -1.09885 0.63097 -0.46293
C -1.27205 1.16662 0.91692
C -0.73994 -0.12028 1.47564
H 0.20672 -0.69826 0.77152
H 2.17129 -0.94968 0.74612
H 1.05265 -2.29907 0.22986
H 2.09299 -0.11169 -1.55090
H 0.81700 -1.31181 -1.96001
H -0.12667 0.71920 -2.32525
H 0.69196 1.61306 -0.98168
H -1.89267 -0.02700 -0.81721
H -0.61862 2.02225 1.11090
H -2.29858 1.42783 1.19051
H -1.51412 -0.87253 1.62786
H -0.10570 -0.02957 2.36175
*
```

---

3.
The following is a quantum chemistry calculation of a single C6H12 molecule, from the Open Molecules 2025 dataset.

Computed properties:
**SMILES string**: CC[C@H]1C[C@H]1C
**HOMO**: -9.889 eV

```
! RIJCOSX wB97M-V def2-TZVPD def2/J DEFGRID3
* xyz 0 1
C 1.88105 1.06174 -0.61563
C 1.33048 -0.15194 0.20099
C 0.11060 -0.85993 -0.40779
C -0.97079 -1.67523 0.29198
C -1.29421 -0.33123 -0.29476
C -1.58353 0.82813 0.62780
H 1.93246 0.82026 -1.67241
H 1.26036 1.97126 -0.49867
H 2.87826 1.36435 -0.25219
H 1.17238 0.44557 1.08845
H 2.11002 -0.91464 0.37120
H 0.35370 -1.28319 -1.38475
H -0.97169 -1.77645 1.37499
H -1.36516 -2.55585 -0.22132
H -1.87246 -0.33240 -1.21693
H -2.63183 0.83214 0.94568
H -1.37497 1.78358 0.13304
H -0.96466 0.77383 1.53032
*
```

---

The computed energies, referenced to the most stable structure and given in kcal/mol, are 1 0.0; 2 89.5; 3 7.5.

---

1.
The following is a quantum chemistry calculation of 2 unconnected molecules or ions with the total composition C6H12, from the Open Molecules 2025 dataset.

Computed properties:
**SMILES string**: C=CC.C=CC
**HOMO**: -9.463 eV

```
! RIJCOSX wB97M-V def2-TZVPD def2/J DEFGRID3
* xyz 0 1
C -1.83926 0.09499 -1.24331
C -2.10552 0.55882 -0.03037
C -2.02178 -0.17710 1.29324
H -2.22294 0.56479 -2.13712
H -1.37221 -0.87072 -1.40258
H -2.72328 1.45144 0.04108
H -1.38683 0.41644 1.94905
H -1.59676 -1.16932 1.19205
H -3.02170 -0.25597 1.71194
C 1.48158 0.58646 0.89269
C 1.56426 -0.11224 -0.23559
C 2.79240 -0.78262 -0.77667
H 0.51293 0.88521 1.25997
H 2.34921 0.78701 1.50856
H 0.68635 -0.23203 -0.86286
H 2.56554 -1.84451 -0.84917
H 3.63028 -0.60049 -0.10614
H 3.00569 -0.38607 -1.76954
*
```

---

2.
The following is a quantum chemistry calculation of a single C6H12 molecule, from the Open Molecules 2025 dataset.

Computed properties:
**SMILES string**: CCCC1CC1
**HOMO**: -10.121 eV

```
! RIJCOSX wB97M-V def2-TZVPD def2/J DEFGRID3
* xyz 0 1
C -1.89912 0.49143 0.67556
C -1.32847 -0.91994 0.53384
C 0.20362 -0.99896 0.47990
C 0.81521 -0.30979 -0.72198
C 2.17658 0.32367 -0.65744
C 0.95426 1.18735 -0.78216
H -1.52320 1.15758 -0.10521
H -1.63375 0.93306 1.64350
H -2.99162 0.48296 0.60088
H -1.67938 -1.53399 1.37283
H -1.73826 -1.38492 -0.37230
H 0.49712 -2.05756 0.45904
H 0.63335 -0.58372 1.40291
H 0.57586 -0.79051 -1.67036
H 2.69319 0.32694 0.29979
H 2.83065 0.23470 -1.52001
H 0.76233 1.68261 -1.73135
H 0.65162 1.75907 0.09255
*
```

---

The computed energies, referenced to the most stable structure and given in kcal/mol, are 1 23.0; 2 0.0.

---

1.
The following is a quantum chemistry calculation of a molecular structure, C3H3N3O, from the Open Molecules 2025 dataset.

Computed properties:
**HOMO**: -9.316 eV

```
! RIJCOSX wB97M-V def2-TZVPD def2/J DEFGRID3
* xyz 0 1
C 2.78724 0.17356 0.05540
C 0.14272 0.69197 -0.34718
C -0.53787 0.11812 0.61510
N 3.68222 -0.20882 0.70724
N 0.58022 -1.36433 -0.37632
N 1.11406 -0.20268 -0.86022
O -0.27551 -1.17743 0.78050
H 0.21876 1.63099 -0.66215
H -1.40022 0.56546 1.03849
H 1.04327 -2.27131 -0.23216
*
```

---

2.
The following is a quantum chemistry calculation of a single C3H3N3O molecule, from the Open Molecules 2025 dataset.

Computed properties:
**SMILES string**: O=c1cn[nH]cn1
**HOMO**: -9.757 eV

```
! RIJCOSX wB97M-V def2-TZVPD def2/J DEFGRID3
* xyz 0 1
O -1.35942 -1.25931 -1.60070
C -0.80631 -0.41184 -0.93690
C 0.60500 -0.00441 -1.17552
N 1.40709 0.18302 -0.18994
N 0.80995 0.29102 1.04390
C -0.54675 0.50525 1.11179
N -1.37201 0.25320 0.15978
H 1.03517 -0.07703 -2.16982
H 1.24528 -0.26352 1.75950
H -0.89883 0.96336 2.03705
*
```

---

The computed energies, referenced to the most stable structure and given in kcal/mol, are 1 115.3; 2 0.0.

---

1.
The following is a quantum chemistry calculation of a single C3H3N3O molecule, from the Open Molecules 2025 dataset.

Computed properties:
**SMILES string**: [H]/N=N\C(C=C=O)=N/[H]
**HOMO**: -9.891 eV

```
! RIJCOSX wB97M-V def2-TZVPD def2/J DEFGRID3
* xyz 0 1
H 0.93516 -1.29290 -0.39569
N 0.55285 -1.21917 -1.37267
N -0.22400 -0.28187 -1.51239
C -0.58683 0.55934 -0.36213
C 0.09922 0.33886 0.90995
C 0.82680 -0.69254 1.30780
O 1.46521 -1.50784 1.84560
N -1.46053 1.46161 -0.53030
H -1.73863 1.48371 -1.51580
H 0.13075 1.15080 1.62564
*
```

---

2.
The following is a quantum chemistry calculation of a single C3H3N3O molecule, from the Open Molecules 2025 dataset.

Computed properties:
**SMILES string**: C=NNC(=O)C#N
**HOMO**: -10.157 eV

```
! RIJCOSX wB97M-V def2-TZVPD def2/J DEFGRID3
* xyz 0 1
C -1.99132 -0.46182 0.05849
N -0.74513 -0.60532 -0.24296
N 0.02752 0.49707 -0.13733
C 1.42241 0.63354 -0.10504
O 1.85312 1.72827 0.05795
C 2.28183 -0.63223 -0.24722
N 2.72041 -1.74453 0.12345
H -2.55625 -1.31084 0.24125
H -2.52284 0.60574 0.23541
H -0.48976 1.29012 0.01601
*
```

---

The computed energies, referenced to the most stable structure and given in kcal/mol, are 1 0.0; 2 4.1.